# C38H20F15OSi

A 2-piece molecular cluster, C38H20F15OSi overall in a non-equilibrium geometry (ωB97M-V/def2-TZVPD, the OMol25 dataset).

Computed properties:
Largest force on an atom   4.1 eV/A
Energy above the lowest of the compared OMol25 structures with the same formula, charge and spin   244.63 kJ/mol
Orbital gap   6.2746 eV

Structure (ORCA input):
```
! RIJCOSX wB97M-V def2-TZVPD def2/J DEFGRID3
* xyz 1 1
F 1.858 -7.267 0.316
C 1.205 -6.099 0.460
C 0.697 -5.729 1.707
F 0.848 -6.547 2.769
C 0.041 -4.508 1.842
F -0.440 -4.181 3.074
C -0.131 -3.616 0.780
Si -0.909 -1.938 1.002
C -2.380 -2.196 2.135
C -2.683 -1.350 3.194
F -1.799 -0.335 3.485
C -3.847 -1.424 3.949
F -4.085 -0.520 4.928
C -4.780 -2.419 3.667
F -5.902 -2.533 4.401
C -4.520 -3.306 2.620
F -5.400 -4.286 2.342
C -3.350 -3.169 1.871
F -3.173 -3.996 0.805
C 0.477 -0.719 1.291
C 0.960 -0.424 2.570
F 0.625 -1.235 3.613
C 1.842 0.625 2.832
F 2.110 0.991 4.105
C 2.461 1.283 1.767
F 3.356 2.264 1.998
C 2.144 0.888 0.471
F 2.807 1.423 -0.579
C 1.133 -0.046 0.255
F 0.774 -0.268 -1.031
O -1.676 -1.354 -0.391
C -2.514 -0.329 -0.527
C -2.589 0.849 0.212
C -3.630 1.725 -0.373
C -4.289 0.904 -1.520
C -3.522 -0.421 -1.626
C 0.370 -4.029 -0.456
F 0.190 -3.223 -1.537
C 1.034 -5.246 -0.632
F 1.507 -5.600 -1.845
H -2.155 0.869 1.231
H -4.377 2.048 0.367
H -3.202 2.634 -0.825
H -5.337 0.716 -1.273
H -4.261 1.455 -2.463
H -3.025 -0.591 -2.594
H -4.194 -1.287 -1.479
C -1.675 2.710 1.241
C -2.396 3.269 2.410
C -2.811 2.447 3.476
C -3.096 2.991 4.730
C -3.107 4.384 4.896
C -2.848 5.219 3.797
C -2.551 4.664 2.555
C -1.413 3.635 0.180
C -0.188 3.617 -0.422
C 0.584 4.805 -0.597
C 1.886 4.678 -1.123
C 2.740 5.769 -1.143
C 2.305 7.009 -0.649
C 0.988 7.168 -0.186
C 0.122 6.079 -0.167
H -0.786 2.119 1.548
H -2.911 1.379 3.315
H -3.284 2.329 5.580
H -3.312 4.822 5.874
H -2.847 6.306 3.909
H -2.357 5.304 1.688
H -2.192 4.335 -0.180
H 0.247 2.672 -0.759
H 2.196 3.692 -1.468
H 3.746 5.639 -1.543
H 2.974 7.865 -0.673
H 0.639 8.144 0.164
H -0.900 6.183 0.213
*
```

# C3H2BiO2

C3H2BiO2 as an isolated structure in a non-equilibrium geometry (ωB97M-V/def2-TZVPD, the OMol25 dataset).

Computed properties:
Largest force on an atom   3.5 eV/A
Energy above the lowest of the compared OMol25 structures with the same formula, charge and spin   0.00 kJ/mol
Orbital gap (spin up / spin down)   5.1704 / 8.1078 eV

Structure (ORCA input):
```
! RIJCOSX wB97M-V def2-TZVPD def2/J DEFGRID3
* xyz 3 1
O 0.196 0.774 -0.782
O 0.519 -0.614 0.782
C -1.036 0.263 -0.456
C -0.831 -0.626 0.521
C 1.103 0.253 0.001
H -1.469 -1.243 1.143
Bi 3.383 0.760 -0.070
H -1.864 0.432 -1.139
*
```

# C18H24Cl2GaN2O6Se2

C18H24Cl2GaN2O6Se2 as an isolated structure in a non-equilibrium geometry (ωB97M-V/def2-TZVPD, the OMol25 dataset).

Computed properties:
Largest force on an atom   1.4 eV/A
Orbital gap   8.2047 eV

Structure (ORCA input):
```
! RIJCOSX wB97M-V def2-TZVPD def2/J DEFGRID3
* xyz 1 1
Ga -0.567 -1.504 -0.114
O -0.490 -1.023 1.872
C 0.534 -0.896 2.582
C 1.883 -0.933 2.169
C 2.918 -0.921 3.127
C 4.226 -1.014 2.725
C 4.569 -1.114 1.361
C 3.590 -1.108 0.415
C 2.219 -1.020 0.777
O 1.326 -1.002 -0.141
N 5.287 -1.018 3.712
O 4.957 -0.964 4.874
O 6.424 -1.070 3.305
H 0.355 -0.754 3.660
H 2.684 -0.860 4.181
H 5.613 -1.196 1.094
H 3.824 -1.199 -0.634
C -0.197 -1.984 -3.739
Se -0.106 -0.514 -2.473
C -1.820 0.411 -2.843
C -3.039 -0.134 -2.125
Se -2.855 -0.118 -0.154
C -4.502 -1.092 0.215
H -0.156 -1.589 -4.753
H -1.096 -2.576 -3.590
H 0.683 -2.599 -3.556
H -1.985 0.386 -3.923
H -1.649 1.444 -2.535
H -3.262 -1.163 -2.421
H -3.899 0.503 -2.358
H -4.522 -2.046 -0.302
H -5.335 -0.470 -0.109
H -4.558 -1.243 1.292
C -0.160 4.306 1.451
C -0.095 3.816 -0.001
C 1.235 4.217 -0.652
C -1.290 4.354 -0.810
C -0.227 2.385 -0.034
N -0.425 1.257 -0.132
H -0.106 5.391 1.464
H 0.675 3.915 2.029
H -1.090 4.000 1.925
H 1.290 5.300 -0.718
H 1.320 3.804 -1.655
H 2.075 3.865 -0.058
H -1.317 5.438 -0.738
H -2.228 3.960 -0.422
H -1.199 4.082 -1.860
Cl -2.195 -3.278 1.300
C -1.976 -4.343 -0.075
Cl -2.635 -3.558 -1.495
C -0.438 -4.438 -0.328
O 0.083 -5.509 -0.434
O 0.108 -3.282 -0.433
H -2.463 -5.304 0.085
*
```

# C10H10BrClO4Ti

C10H10BrClO4Ti as an isolated structure in a non-equilibrium geometry (ωB97M-V/def2-TZVPD, the OMol25 dataset).

Computed properties:
Largest force on an atom   4.6 eV/A
Energy above the lowest of the compared OMol25 structures with the same formula, charge and spin   0.00 kJ/mol
Orbital gap (spin up / spin down)   2.8807 / 5.6601 eV
<S²>   2.0109

Structure (ORCA input):
```
! RIJCOSX wB97M-V def2-TZVPD def2/J DEFGRID3
* xyz -2 3
C -1.154 -0.751 -1.827
C -1.209 -1.757 -0.824
C -1.929 -1.218 0.303
H -0.786 -2.766 -0.894
C -2.310 0.127 -0.024
C -1.835 0.410 -1.335
H -1.992 1.356 -1.879
H -0.713 -0.880 -2.829
H -2.154 -1.745 1.238
H -2.927 0.785 0.606
Ti 0.042 -0.169 0.203
Br 0.969 -2.196 1.325
C 1.949 1.144 0.387
C 1.122 1.919 -0.495
C 0.964 1.184 -1.700
H 0.708 2.915 -0.272
C 1.686 -0.048 -1.576
C 2.309 -0.064 -0.298
H 2.980 -0.843 0.080
H 2.286 1.437 1.390
H 0.427 1.533 -2.598
H 1.775 -0.843 -2.335
O -0.576 1.342 4.234
Cl -0.039 0.087 3.694
O 1.368 -0.136 4.114
O -0.845 -1.088 4.112
O -0.126 0.290 2.173
*
```

# C5H11P

A 2-piece molecular cluster, C5H11P overall in a non-equilibrium geometry (ωB97M-V/def2-TZVPD, the OMol25 dataset).

Computed properties:
Largest force on an atom   5.1 eV/A
Energy above the lowest of the compared OMol25 structures with the same formula, charge and spin   249.87 kJ/mol
Orbital gap   9.9350 eV

Structure (ORCA input):
```
! RIJCOSX wB97M-V def2-TZVPD def2/J DEFGRID3
* xyz 0 1
C -0.779 -0.388 1.512
C 0.052 -0.091 0.302
C -0.742 0.650 2.532
C 0.632 -0.719 -2.315
C -0.625 -0.759 -1.517
P 0.754 -1.523 1.310
H -1.773 -0.793 1.440
H 0.686 0.743 0.268
H -0.565 0.400 3.566
H -1.822 1.073 2.479
H -0.083 1.522 2.107
H 1.222 -1.550 -1.872
H 1.123 0.242 -2.213
H 0.445 -0.867 -3.371
H -0.917 -1.762 -1.394
H -1.458 -0.069 -1.587
H 1.397 -0.745 2.291
*
```

# C3H7N3O2

C3H7N3O2 as an isolated structure in a non-equilibrium geometry (ωB97M-V/def2-TZVPD, the OMol25 dataset).

Computed properties:
Largest force on an atom   8.0 eV/A
Energy above the lowest of the compared OMol25 structures with the same formula, charge and spin   1487.00 kJ/mol
Orbital gap   8.1326 eV

Structure (ORCA input):
```
! RIJCOSX wB97M-V def2-TZVPD def2/J DEFGRID3
* xyz 0 1
C 0.188 1.805 0.332
C -0.366 0.505 -0.206
C 1.987 -0.712 -0.189
H 0.016 1.700 1.626
H -0.444 2.544 -0.002
H 1.500 2.293 0.184
H -0.938 -1.901 -0.630
H -3.088 -0.429 -1.736
H -0.787 -1.756 1.090
H 2.300 -1.308 1.167
N -1.572 0.317 -0.411
N -2.213 -0.846 -0.566
N 0.398 -0.741 -0.449
O 0.325 -1.388 0.834
O 2.693 -0.083 -1.045
*
```

# C16H29N4OPb

C16H29N4OPb as an isolated structure in a non-equilibrium geometry (ωB97M-V/def2-TZVPD, the OMol25 dataset).

Computed properties:
Largest force on an atom   3.7 eV/A
Energy above the lowest of the compared OMol25 structures with the same formula, charge and spin   215.24 kJ/mol
Orbital gap   7.5055 eV

Structure (ORCA input):
```
! RIJCOSX wB97M-V def2-TZVPD def2/J DEFGRID3
* xyz 1 1
Pb -3.598 0.958 -0.860
O -1.785 0.129 0.188
H -0.914 -0.196 -0.063
C -0.171 -3.476 -0.929
C -1.630 -3.799 -1.247
C -2.260 -2.771 -2.186
C -1.637 -2.656 -3.507
N -1.151 -2.578 -4.545
H -0.105 -2.495 -0.452
H 0.511 -3.459 -1.779
H 0.313 -4.169 -0.239
H -2.140 -3.892 -0.289
H -1.657 -4.767 -1.747
H -2.356 -1.746 -1.812
H -3.286 -3.095 -2.383
C 0.681 -0.619 4.802
C 0.868 0.032 3.422
C 0.959 -1.004 2.291
C 2.131 -1.861 2.332
N 3.048 -2.551 2.377
H 0.419 0.114 5.564
H 1.565 -1.154 5.146
H -0.154 -1.317 4.739
H 1.693 0.741 3.358
H -0.059 0.589 3.271
H 0.977 -0.435 1.358
H 0.111 -1.689 2.224
C -0.804 5.241 1.270
C -0.257 4.053 2.053
C -0.174 2.812 1.149
C 0.653 3.090 -0.040
N 1.279 3.283 -0.986
H -1.829 5.095 0.923
H -0.202 5.450 0.386
H -0.821 6.151 1.870
H -0.957 3.770 2.842
H 0.722 4.145 2.519
H -1.135 2.417 0.824
H 0.363 2.001 1.644
C 1.863 -0.326 -1.635
C 1.553 -0.605 -3.100
C 0.686 0.518 -3.713
C -0.695 0.546 -3.267
N -1.792 0.639 -2.929
H 2.244 0.675 -1.422
H 2.607 -1.014 -1.231
H 0.942 -0.435 -1.058
H 1.029 -1.559 -3.125
H 2.476 -0.700 -3.669
H 0.759 0.413 -4.798
H 1.117 1.506 -3.540
*
```

# C13H23DyI2OP2S

C13H23DyI2OP2S as an isolated structure in a non-equilibrium geometry (ωB97M-V/def2-TZVPD, the OMol25 dataset).

Computed properties:
Largest force on an atom   14.0 eV/A
Orbital gap (spin up / spin down)   5.2886 / 5.4064 eV
<S²>   9.3377

Structure (ORCA input):
```
! RIJCOSX wB97M-V def2-TZVPD def2/J DEFGRID3
* xyz 2 6
I 0.192 -0.916 -6.237
I -0.403 1.642 -5.556
Dy -0.088 -0.582 -1.110
P -2.593 -0.454 -1.061
C -3.393 1.044 -0.666
C -3.077 -0.986 -2.677
H -4.157 -1.144 -2.623
H -4.155 -1.819 -0.017
H -2.571 -1.926 -2.961
H -2.570 -2.665 -0.100
H -3.132 1.841 -1.380
H -2.837 -0.227 -3.434
C -3.080 -1.708 0.101
H -4.463 0.833 -0.721
H -2.838 -1.411 1.135
H -3.131 1.397 0.343
P 2.409 -0.367 -1.051
C 3.156 1.158 -0.653
C 2.935 -1.604 0.108
H 2.446 -1.835 -2.955
H 4.002 -0.997 -2.612
H 2.652 -0.128 -3.426
C 2.917 -0.879 -2.667
H 2.458 -2.577 -0.095
H 4.014 -1.679 -0.008
H 4.233 0.983 -0.702
H 2.875 1.499 0.355
H 2.683 -1.316 1.141
H 2.871 1.946 -1.368
C -0.127 1.610 -0.539
O -0.151 2.820 -0.206
S -0.085 -1.547 1.381
C 0.104 -0.277 2.503
C 1.216 -0.257 3.411
C 1.349 0.733 4.360
C 0.396 1.751 4.467
C -0.697 1.761 3.601
C -0.845 0.776 2.647
H 1.946 -1.064 3.334
H 2.205 0.714 5.047
H 0.505 2.528 5.231
H -1.454 2.555 3.689
H -1.717 0.772 1.973
*
```